[1]
Below is a 2-piece molecular cluster, C5H13NO overall at a distorted geometry, with properties calculated with ωB97M-V/def2-TZVPD.

Calculated values
* energy above the lowest of the compared OMol25 structures with the same formula, charge and spin: 324.25 kJ/mol
* E: -328.195347 a.u.
* charge: 0
* spin multiplicity: 1

XYZ file:
```
20
Properties=species:S:1:pos:R:3:forces:R:3
C -0.601 -1.806 -1.464 -0.863 1.203 -1.686
C -1.004 -1.682 -0.036 -0.327 0.847 1.038
C -1.774 -2.825 0.549 1.330 -1.013 0.359
C -0.271 -0.735 0.700 0.630 -1.532 -2.391
C -0.122 0.664 0.166 0.534 0.415 -0.223
N 0.869 -1.161 1.361 -0.505 1.122 1.285
H -1.315 -2.366 -2.077 0.062 -0.122 0.115
H -0.472 -0.863 -2.009 -0.415 0.178 0.238
H 0.408 -2.218 -1.668 -0.103 -0.494 0.825
H -2.413 -2.588 1.393 -0.037 0.396 0.016
H -2.392 -3.286 -0.220 -0.047 0.039 -0.030
H -1.105 -3.627 0.918 -0.166 -0.208 -0.063
H -1.059 1.152 -0.084 -0.232 -0.422 -0.245
H 0.530 0.643 -0.712 0.037 0.280 0.007
H 0.318 1.359 0.886 0.286 -0.295 0.183
H 0.989 -2.089 1.726 -0.141 -0.046 -0.021
H 1.441 -0.420 1.736 -0.042 -0.347 0.595
O 2.241 6.177 -0.979 -0.054 -0.123 0.039
H 2.456 5.955 -0.068 0.064 0.078 0.055
H 1.698 5.438 -1.271 -0.012 0.044 -0.095
```
Positions in Å, forces in eV/Å.

---

[2]
Below is C53H73N7OP2S2Si2SnTe as an isolated structure, with properties calculated with ωB97M-V/def2-TZVPD.

Calculated values
* energy above the lowest of the compared OMol25 structures with the same formula, charge and spin: 89.40 kJ/mol
* E: -5062.531412 a.u.
* charge: -2
* spin multiplicity: 1

XYZ file:
```
142
Properties=species:S:1:pos:R:3:forces:R:3
Sn 1.407 -0.858 -0.341 -0.754 0.134 0.474
C -1.303 5.371 0.137 -0.160 -0.169 0.125
Si -0.403 4.238 -1.099 0.045 0.018 -0.246
C -0.978 4.758 -2.840 -0.063 0.049 0.003
C 1.386 4.866 -0.965 0.028 -0.019 -0.119
N -0.614 2.562 -0.940 -0.154 0.070 -0.007
P -1.274 1.742 0.250 0.361 -0.357 0.294
C -1.057 0.031 0.425 -0.544 0.514 -0.655
P -2.087 -1.023 -0.486 0.591 -0.286 0.335
N -1.379 -1.827 -1.680 -0.219 -0.151 0.249
Si -1.967 -3.063 -2.692 0.257 -0.079 -0.244
C -3.800 -3.596 -2.724 -0.036 0.149 0.313
C -1.014 -4.675 -2.399 0.017 0.035 0.010
C -1.787 -2.615 -4.530 0.033 -0.013 0.024
C -2.791 -2.283 0.701 -0.040 -0.016 -0.126
C -3.961 -3.010 0.464 0.118 0.067 0.112
C -4.361 -4.034 1.312 -0.051 -0.026 -0.035
C -3.585 -4.380 2.410 0.004 -0.021 0.010
C -2.415 -3.678 2.655 0.010 0.054 -0.018
C -2.036 -2.640 1.813 -0.071 0.046 0.109
C -3.631 -0.352 -1.248 0.070 0.216 -0.040
C -4.868 -0.257 -0.617 0.031 0.100 -0.046
C -5.996 0.125 -1.331 -0.030 0.061 0.062
C -5.901 0.435 -2.681 -0.031 0.032 0.052
C -4.666 0.386 -3.311 0.025 0.049 0.004
C -3.543 -0.004 -2.597 0.080 0.038 0.065
C -3.035 2.294 0.419 -0.021 -0.143 0.063
C -3.590 3.129 -0.544 -0.076 -0.085 0.007
C -4.842 3.702 -0.356 -0.003 -0.061 -0.044
C -5.552 3.456 0.810 -0.015 -0.041 -0.043
C -5.028 2.589 1.761 -0.039 -0.108 0.023
C -3.793 1.994 1.550 -0.019 -0.106 -0.113
C -0.563 2.584 1.771 0.284 -0.023 -0.028
C -1.207 3.149 2.871 0.113 -0.059 -0.064
C -0.503 3.878 3.826 -0.036 0.010 -0.024
C 0.864 4.068 3.703 -0.026 0.014 0.022
C 1.526 3.517 2.613 0.035 -0.020 0.027
C 0.819 2.793 1.668 -0.058 -0.103 0.068
H -1.334 6.404 -0.227 0.070 -0.041 -0.054
H -2.329 5.048 0.331 0.103 0.145 0.021
H -0.774 5.369 1.096 -0.004 0.021 -0.038
H -1.387 5.775 -2.841 0.052 -0.030 -0.022
H -0.137 4.739 -3.541 -0.033 -0.035 0.011
H -1.745 4.084 -3.235 0.037 0.023 0.063
H 1.415 5.836 -0.454 -0.024 -0.069 -0.062
H 2.012 4.174 -0.405 0.087 -0.050 0.030
H 1.841 4.989 -1.952 0.011 -0.031 0.025
H -4.037 -4.311 -1.935 -0.021 -0.019 0.012
H -4.480 -2.744 -2.629 -0.035 -0.018 -0.049
H -4.007 -4.079 -3.685 0.107 0.021 0.005
H -0.631 -4.704 -1.374 -0.025 0.013 -0.057
H -1.649 -5.554 -2.551 0.021 0.056 -0.031
H -0.159 -4.764 -3.076 0.041 0.016 0.036
H -2.562 -1.902 -4.833 0.015 -0.057 0.049
H -0.827 -2.177 -4.790 0.228 0.077 -0.004
H -1.912 -3.522 -5.135 -0.025 0.060 0.033
H -4.570 -2.777 -0.392 -0.113 0.023 -0.086
H -5.279 -4.575 1.105 0.023 0.017 -0.014
H -3.884 -5.196 3.058 -0.006 0.028 0.004
H -1.782 -3.943 3.495 -0.019 0.013 -0.011
H -1.115 -2.117 1.996 0.073 0.067 0.064
H -4.953 -0.492 0.436 -0.014 -0.004 0.006
H -6.954 0.190 -0.828 0.009 -0.019 -0.001
H -6.787 0.723 -3.235 0.005 0.009 -0.001
H -4.580 0.644 -4.361 0.023 -0.010 0.024
H -2.572 -0.070 -3.078 -0.082 0.010 -0.007
H -3.015 3.331 -1.440 -0.057 0.018 0.020
H -5.259 4.354 -1.115 0.020 -0.017 -0.010
H -6.520 3.917 0.970 0.004 0.014 -0.004
H -5.588 2.368 2.663 -0.004 -0.010 -0.015
H -3.408 1.274 2.264 0.035 0.021 0.045
H -2.275 3.071 2.989 -0.131 -0.049 -0.009
H -1.037 4.318 4.661 -0.009 -0.010 -0.007
H 1.406 4.646 4.443 0.006 -0.001 -0.010
H 2.594 3.664 2.490 -0.020 -0.033 -0.008
H 1.332 2.401 0.801 0.085 -0.051 -0.021
C 4.733 -1.823 -3.461 -0.119 -0.008 0.072
N 3.327 -2.092 -3.234 0.051 -0.103 -0.281
C 3.169 -3.434 -2.702 0.075 0.053 0.083
C 2.537 -1.967 -4.449 0.206 0.064 0.078
C 2.527 -0.591 -5.094 0.004 -0.030 0.067
N 2.098 0.500 -4.238 -0.050 0.188 -0.340
C 2.343 1.761 -4.917 -0.010 0.034 0.125
C 0.681 0.419 -3.898 0.009 -0.167 0.053
H 5.189 -2.580 -4.129 0.001 0.024 -0.025
H 5.256 -1.831 -2.503 0.005 -0.031 -0.026
H 4.865 -0.835 -3.899 0.056 0.016 0.034
H 3.532 -4.200 -3.416 -0.035 0.008 -0.025
H 2.119 -3.624 -2.488 -0.080 -0.056 0.061
H 3.729 -3.524 -1.771 -0.073 -0.007 -0.028
H 1.525 -2.265 -4.197 -0.265 -0.108 -0.015
H 2.908 -2.671 -5.223 -0.092 -0.052 -0.013
H 1.880 -0.649 -5.992 0.038 -0.055 -0.024
H 3.535 -0.363 -5.451 -0.031 0.067 -0.028
H 1.734 1.864 -5.834 -0.002 0.005 0.011
H 3.395 1.841 -5.197 -0.026 -0.001 -0.009
H 2.101 2.587 -4.245 -0.024 0.010 -0.043
H 0.051 0.512 -4.806 0.041 -0.007 0.068
H 0.417 1.215 -3.198 -0.013 0.027 0.049
H 0.444 -0.528 -3.412 0.015 0.047 0.032
S 1.038 -3.122 0.814 -0.017 0.008 -0.094
C 2.316 -3.216 2.007 0.074 0.033 -0.040
C 2.050 -3.895 3.194 -0.066 0.014 0.032
C 2.993 -4.012 4.212 0.052 0.072 -0.037
C 2.650 -4.664 5.439 0.023 -0.014 0.018
N 2.369 -5.179 6.431 -0.023 -0.008 -0.029
C 4.264 -3.441 4.022 -0.088 -0.035 -0.014
C 4.548 -2.783 2.835 -0.027 -0.018 0.024
C 3.605 -2.644 1.802 0.043 -0.054 0.039
S 4.017 -1.805 0.357 0.139 0.002 0.003
C 5.261 -3.516 5.053 0.028 0.026 -0.013
N 6.067 -3.564 5.873 -0.001 -0.007 -0.018
H 1.068 -4.333 3.330 0.021 0.020 0.012
H 5.528 -2.346 2.693 -0.004 0.001 0.002
C 4.950 1.659 0.049 -0.201 0.097 0.139
Te 3.799 1.287 -1.728 0.600 0.331 0.162
C 5.200 2.482 -2.872 -0.170 0.026 -0.084
H 4.992 2.726 0.276 -0.025 -0.057 -0.055
H 5.955 1.255 -0.068 -0.025 -0.023 -0.044
H 4.449 1.125 0.856 0.029 0.018 -0.010
H 6.203 2.316 -2.478 -0.056 -0.044 0.017
H 4.952 3.543 -2.818 0.013 -0.085 0.024
H 5.169 2.159 -3.913 0.031 0.021 0.042
O 2.050 0.019 1.894 -0.321 -0.001 -0.087
C 1.513 -0.191 3.003 0.396 0.066 -0.100
C 2.404 -0.267 4.225 -0.099 0.013 0.127
C 2.088 0.749 5.332 -0.064 -0.177 -0.003
C 0.896 0.372 6.208 -0.035 0.171 -0.098
C -0.431 0.373 5.456 0.084 -0.107 0.029
C -0.490 -0.694 4.363 0.070 0.143 0.037
N 0.204 -0.338 3.140 -0.240 0.109 -0.200
H 3.420 -0.124 3.867 0.011 -0.058 -0.079
H 2.335 -1.282 4.633 0.060 -0.040 -0.005
H 1.909 1.727 4.882 0.038 0.096 -0.014
H 2.971 0.836 5.970 0.027 0.017 -0.043
H 0.835 1.077 7.043 0.011 -0.042 0.017
H 1.065 -0.624 6.635 0.004 0.019 0.043
H -0.603 1.351 4.997 -0.033 -0.020 0.037
H -1.241 0.188 6.169 -0.020 -0.008 -0.046
H -1.527 -0.866 4.081 -0.042 -0.063 -0.067
H -0.096 -1.640 4.757 -0.054 -0.024 -0.047
H -0.356 -0.176 2.267 0.086 -0.204 0.024
```
Positions in Å, forces in eV/Å.

---

The following gap between HOMO and LUMO values (in eV) correspond, in order, to the records above: 6.9, 5.6.